{
  "formula": "C34H64BrF2N4O6",
  "method": "ωB97M-V with the def2-TZVPD basis set",
  "symbols": ["C", "C", "C", "C", "C", "C", "C", "C", "C", "C", "F", "N", "C", "N", "N", "C", "C", "C", "C", "F", "C", "C", "N", "C", "C", "C", "C", "Br", "C", "C", "C", "C", "C", "H", "H", "H", "H", "H", "H", "H", "H", "H", "H", "H", "H", "H", "H", "H", "H", "H", "H", "H", "H", "H", "H", "H", "H", "H", "H", "H", "H", "H", "H", "H", "H", "H", "H", "H", "H", "H", "H", "H", "H", "H", "H", "H", "H", "H", "H", "H", "H", "H", "H", "H", "H", "C", "C", "C", "O", "C", "O", "O", "H", "H", "H", "H", "H", "H", "C", "C", "C", "O", "C", "O", "O", "H", "H", "H", "H", "H", "H"],
  "xyz": [[-1.48, -4.82, -1.24], [-2.95, -4.99, -0.80], [-3.69, -3.65, -0.75], [-3.09, -2.70, 0.32], [-2.66, -1.33, -0.25], [-1.13, -1.06, -0.21], [-0.55, -0.57, -1.57], [-1.47, 0.04, -2.62], [-2.20, 1.35, -2.30], [-1.38, 2.62, -2.49], [-1.99, 3.44, -3.45], [0.62, 0.36, -1.36], [1.41, 0.16, -0.29], [2.75, 0.29, -0.38], [3.38, 0.63, -1.59], [3.22, 2.04, -2.01], [4.45, 2.53, -2.78], [5.48, 3.26, -1.91], [3.59, 0.05, 0.79], [3.61, -1.32, 1.01], [5.00, 0.57, 0.65], [5.81, 0.22, 1.91], [0.86, -0.14, 0.88], [-0.63, -0.23, 1.00], [-1.19, 1.21, 0.98], [-0.69, 2.17, 2.07], [-0.01, 3.40, 1.49], [-2.17, 2.79, 3.18], [-0.80, -0.92, 2.38], [-0.16, -2.33, 2.43], [-2.20, -0.91, 3.02], [-2.17, -0.59, 4.52], [-3.56, -0.33, 5.07], [-1.37, -3.90, -1.83], [-0.82, -4.72, -0.37], [-1.13, -5.67, -1.82], [-2.99, -5.46, 0.19], [-3.46, -5.65, -1.50], [-4.74, -3.83, -0.54], [-3.62, -3.20, -1.74], [-2.23, -3.19, 0.77], [-3.85, -2.54, 1.09], [-3.18, -0.52, 0.27], [-3.01, -1.29, -1.27], [-0.65, -2.04, -0.08], [-0.11, -1.45, -2.06], [-0.86, 0.22, -3.52], [-2.18, -0.72, -2.92], [-3.02, 1.43, -3.02], [-2.68, 1.32, -1.32], [-1.30, 3.21, -1.57], [-0.37, 2.41, -2.85], [1.16, 0.41, -2.21], [3.08, -0.01, -2.31], [3.03, 2.64, -1.12], [2.33, 2.16, -2.65], [4.09, 3.23, -3.54], [4.92, 1.68, -3.28], [6.13, 2.55, -1.39], [6.11, 3.90, -2.52], [4.98, 3.88, -1.15], [3.12, 0.52, 1.66], [5.46, 0.12, -0.23], [4.95, 1.65, 0.53], [6.45, -0.64, 1.73], [5.16, -0.02, 2.76], [6.46, 1.05, 2.19], [1.25, 0.39, 1.66], [-0.90, 1.65, 0.02], [-2.28, 1.20, 0.98], [0.02, 1.69, 2.75], [0.59, 3.90, 2.25], [-0.74, 4.11, 1.08], [0.68, 3.09, 0.69], [-0.14, -0.33, 3.01], [0.52, -2.40, 3.29], [0.45, -2.56, 1.56], [-0.91, -3.12, 2.56], [-2.89, -0.24, 2.52], [-2.60, -1.92, 2.95], [-1.70, -1.42, 5.05], [-1.53, 0.28, 4.71], [-4.24, -1.17, 4.88], [-3.54, -0.19, 6.15], [-4.00, 0.57, 4.63], [5.02, 2.25, 5.78], [4.24, 1.35, 4.86], [3.57, 2.03, 3.69], [2.43, 1.19, 3.45], [2.11, 0.60, 4.65], [1.09, 0.01, 4.84], [3.09, 0.78, 5.53], [5.62, 1.67, 6.48], [5.69, 2.89, 5.20], [4.34, 2.88, 6.36], [4.85, 0.51, 4.52], [4.19, 2.09, 2.80], [3.21, 3.03, 3.95], [-4.60, -0.76, -8.04], [-4.89, -0.92, -6.57], [-3.86, -0.32, -5.63], [-3.98, -1.16, -4.47], [-4.42, -2.38, -4.90], [-4.41, -3.36, -4.23], [-4.84, -2.31, -6.17], [-5.46, -1.03, -8.64], [-4.35, 0.28, -8.25], [-3.76, -1.39, -8.33], [-5.89, -0.55, -6.32], [-4.05, 0.71, -5.36], [-2.85, -0.42, -6.03]],
  "lowdin_charge": [-0.099, -0.247, -0.200, -0.165, -0.109, -0.151, -0.194, -0.151, -0.138, -0.192, -0.055, 0.165, -0.253, 0.010, 0.011, -0.194, -0.227, -0.103, -0.298, 0.048, -0.162, -0.067, 0.189, -0.309, -0.162, -0.705, -0.143, 0.794, -0.271, -0.024, -0.171, -0.270, -0.109, 0.063, 0.063, 0.072, 0.108, 0.106, 0.113, 0.083, 0.083, 0.108, 0.105, 0.093, 0.119, 0.152, 0.128, 0.094, 0.115, 0.103, 0.108, 0.100, 0.120, 0.137, 0.119, 0.098, 0.108, 0.113, 0.063, 0.076, 0.072, 0.115, 0.119, 0.103, 0.089, 0.051, 0.086, 0.126, 0.084, 0.087, 0.058, 0.075, 0.073, 0.068, 0.083, 0.084, 0.072, 0.078, 0.098, 0.102, 0.119, 0.070, 0.077, 0.075, 0.053, -0.002, -0.310, -0.078, -0.015, -0.525, 0.181, 0.118, 0.094, 0.096, 0.100, 0.137, 0.116, 0.149, -0.016, -0.315, -0.097, 0.026, -0.559, 0.171, 0.097, 0.089, 0.093, 0.095, 0.161, 0.136, 0.140],
  "total_charge": 1,
  "fmax_ev_per_a": 1.09,
  "homo_energy_ev": -12.3,
  "gap_ev": 10.0
}


{
  "formula": "C13H23Br9O20S5",
  "method": "ωB97M-V with the def2-TZVPD basis set",
  "symbols": ["C", "Br", "Br", "Br", "H", "C", "Br", "Br", "Br", "H", "C", "Br", "Br", "Br", "H", "C", "C", "O", "S", "O", "O", "O", "H", "H", "H", "H", "C", "C", "O", "S", "O", "O", "O", "H", "H", "H", "H", "C", "C", "O", "S", "O", "O", "O", "H", "H", "H", "H", "C", "C", "O", "S", "O", "O", "O", "H", "H", "H", "H", "C", "C", "O", "S", "O", "O", "O", "H", "H", "H", "H"],
  "xyz": [[0.22, 0.99, 4.76], [0.61, -0.03, 3.17], [0.49, 2.92, 4.38], [1.07, 0.31, 6.36], [-0.84, 0.94, 4.96], [0.18, -3.28, -4.77], [-0.78, -4.74, -5.69], [-0.58, -1.56, -5.29], [2.13, -3.34, -5.05], [0.02, -3.40, -3.70], [2.54, 1.97, -4.34], [3.51, 3.32, -5.30], [3.40, 1.41, -2.65], [2.47, 0.36, -5.45], [1.57, 2.36, -4.08], [-1.90, 4.77, -1.30], [-1.16, 5.84, -0.50], [-1.29, 5.43, 0.87], [-1.30, 3.82, 0.99], [-2.22, 3.27, 1.91], [0.06, 3.31, 1.07], [-1.93, 3.62, -0.47], [-1.45, 4.52, -2.26], [-2.95, 5.04, -1.46], [-1.66, 6.81, -0.50], [-0.11, 5.97, -0.77], [3.32, 1.94, 1.88], [4.42, 0.92, 2.15], [5.39, 1.53, 2.97], [5.39, 3.15, 2.74], [6.16, 3.48, 1.60], [5.61, 3.84, 3.98], [3.84, 3.21, 2.39], [2.41, 1.69, 2.42], [3.15, 2.21, 0.84], [4.88, 0.68, 1.18], [4.21, -0.05, 2.61], [0.22, -0.78, -1.48], [0.77, 0.32, -0.58], [2.02, -0.15, -0.10], [2.21, -1.74, -0.32], [2.34, -2.48, 0.91], [3.27, -1.96, -1.26], [0.76, -2.02, -0.94], [0.72, -0.70, -2.46], [-0.85, -0.73, -1.66], [0.12, 0.51, 0.27], [0.96, 1.20, -1.19], [0.10, -6.46, 5.24], [-1.24, -6.62, 4.55], [-1.22, -5.58, 3.55], [0.28, -5.61, 2.87], [0.83, -4.29, 2.76], [0.37, -6.50, 1.75], [0.98, -6.37, 4.12], [0.32, -7.41, 5.71], [0.19, -5.62, 5.92], [-2.06, -6.41, 5.24], [-1.50, -7.53, 4.00], [-6.27, 0.59, -2.75], [-5.98, 0.60, -4.25], [-4.57, 0.66, -4.31], [-3.88, -0.07, -3.00], [-2.99, 0.79, -2.29], [-3.33, -1.34, -3.40], [-5.28, -0.31, -2.23], [-7.19, 0.08, -2.46], [-6.23, 1.61, -2.37], [-6.39, 1.44, -4.80], [-6.35, -0.33, -4.69]],
  "lowdin_charge": [-1.544, 0.690, 0.611, 0.589, -0.038, -1.516, 0.546, 0.550, 0.546, -0.035, -1.551, 0.582, 0.634, 0.519, -0.026, -0.148, -0.149, -0.191, 0.609, -0.224, -0.282, -0.205, 0.131, 0.130, 0.134, 0.132, -0.154, -0.178, -0.189, 0.615, -0.223, -0.226, -0.215, 0.017, 0.118, 0.130, 0.136, -0.143, -0.208, -0.268, 0.597, -0.240, -0.243, -0.184, 0.098, 0.119, 0.095, 0.088, -0.164, -0.173, -0.204, 0.660, -0.236, -0.227, -0.199, 0.136, 0.137, 0.133, 0.135, -0.156, -0.178, -0.191, 0.642, -0.238, -0.271, -0.186, 0.139, 0.134, 0.137, 0.136],
  "fmax_ev_per_a": 2.17,
  "homo_energy_ev": -10.0,
  "gap_ev": 9.7
}


{
  "formula": "C13H20P",
  "method": "ωB97M-V with the def2-TZVPD basis set",
  "symbols": ["C", "C", "C", "C", "C", "C", "C", "C", "C", "C", "C", "C", "C", "P", "H", "H", "H", "H", "H", "H", "H", "H", "H", "H", "H", "H", "H", "H", "H", "H", "H", "H", "H", "H"],
  "xyz": [[4.42, -0.74, -0.22], [3.75, -1.25, 0.78], [3.89, 0.42, -0.86], [2.41, -0.91, 1.09], [2.60, 0.71, -0.63], [1.85, 0.19, 0.41], [-1.30, -0.94, 1.60], [-2.24, -0.32, 0.55], [-1.23, 0.03, -0.59], [-3.48, -0.98, -0.01], [-0.71, -0.88, -1.59], [-1.98, 1.17, -1.40], [-0.25, 2.09, 1.49], [0.07, 0.54, 0.64], [5.47, -0.99, -0.43], [4.23, -2.14, 1.27], [4.33, 0.84, -1.73], [2.05, -1.29, 2.06], [2.07, 1.34, -1.34], [-1.67, -0.77, 2.60], [-0.97, -1.96, 1.14], [-2.54, 0.65, 1.00], [-3.67, -0.47, -0.90], [-4.32, -0.65, 0.72], [-3.50, -2.05, -0.07], [-0.25, -0.27, -2.27], [-1.58, -1.40, -2.02], [-0.04, -1.65, -1.26], [-1.29, 1.73, -1.95], [-2.51, 1.86, -0.77], [-2.67, 0.77, -2.11], [0.30, 2.18, 2.40], [-1.31, 2.28, 1.64], [0.05, 2.83, 0.74]],
  "lowdin_charge": [-0.064, -0.093, -0.037, -0.052, -0.120, -0.325, -0.006, -0.473, -0.592, -0.028, -0.069, -0.040, -0.170, 1.185, 0.128, 0.137, 0.111, 0.118, 0.116, 0.083, 0.121, 0.110, 0.044, 0.130, 0.084, 0.063, 0.122, 0.094, 0.066, 0.084, 0.087, 0.059, 0.062, 0.066],
  "total_charge": 1,
  "fmax_ev_per_a": 4.82,
  "homo_energy_ev": -13.1,
  "de_lowest_kcal_mol": 16.61,
  "gap_ev": 9.8
}


{
  "formula": "C3H7N4O",
  "method": "ωB97M-V with the def2-TZVPD basis set",
  "symbols": ["C", "C", "C", "N", "N", "N", "N", "O", "H", "H", "H", "H", "H", "H", "H"],
  "xyz": [[0.00, -1.10, -0.02], [-1.18, 0.75, 0.63], [0.22, -0.19, -0.99], [2.99, 0.18, 0.89], [2.43, 0.75, 0.13], [-0.62, -0.51, 1.04], [-0.36, 1.05, -0.59], [0.27, -2.42, 0.06], [-2.23, 0.62, 0.22], [-1.15, 1.51, 1.43], [0.66, -0.33, -1.95], [0.39, -2.76, -0.80], [-0.87, -1.05, 1.75], [-0.88, 1.62, -1.35], [0.33, 1.88, -0.45]],
  "lowdin_charge": [-0.361, -0.062, -0.101, 0.103, 0.039, 0.110, 0.029, 0.168, 0.163, 0.154, 0.127, 0.114, 0.104, 0.224, 0.189],
  "total_charge": 1,
  "fmax_ev_per_a": 5.13,
  "homo_energy_ev": -13.1,
  "de_lowest_kcal_mol": 23.43,
  "gap_ev": 9.6
}